# 1
The following is a quantum chemistry calculation of one molecule with the formula C16H20FN7O at a distorted geometry, from OMol25.

Geometry as XYZ:
```
45
Properties=species:S:1:pos:R:3:forces:R:3
F 2.3860 3.4177 -5.3224 -0.6647 -1.5267 1.5363
O -1.9195 2.1958 4.8589 -0.8028 -1.0358 -1.1202
N -2.2127 -0.6704 3.3192 0.8962 2.4711 -2.9160
N -1.9500 0.6308 6.3595 -1.4498 -2.2109 -1.3496
N 1.8323 1.6735 -3.7240 2.0925 2.4033 -0.8933
N -1.2614 -1.4581 3.8659 -1.3943 -1.2535 0.3736
N 0.7418 -2.2207 -3.2381 1.0875 0.0228 0.4314
N -0.2242 -2.4982 -0.3215 -1.1575 -2.3542 -0.9691
N 1.7502 -1.2483 -3.3140 2.5139 2.4754 -1.8079
C 2.7154 2.0238 -1.4208 -1.3132 -2.6064 0.2780
C -1.0191 -2.5078 -1.6005 0.3976 0.0902 1.2226
C -0.3977 -1.6079 -2.6096 -0.1074 1.5129 0.2117
C -2.3087 1.0406 5.0853 1.7118 3.8768 1.2508
C 3.2124 3.2555 -1.7411 0.2404 0.8652 -1.0987
C 0.1434 -0.2206 -2.0177 -2.8678 0.6767 0.5899
C 3.0892 3.7218 -3.0543 -1.7407 -0.5587 -2.0441
C -0.5644 -1.9365 2.8530 -0.2166 -0.5956 -1.3706
C -0.3606 0.0181 -0.5762 1.3716 0.2703 2.8907
C -1.8871 -0.4410 1.9579 -0.2317 -0.1239 0.5782
C 1.6239 -0.1749 -2.2142 -0.7662 -1.8583 0.2191
C 2.0827 1.2484 -2.4582 0.5815 0.1460 0.0240
C -0.0117 -1.2469 0.3860 -1.9074 0.3922 -1.4685
C -3.1086 0.3094 4.0282 0.1070 -0.9044 -0.5000
C 2.3988 2.8679 -4.0607 0.9407 0.9427 3.2040
C -0.8721 -1.3008 1.5928 -0.6594 2.0215 2.4454
H -3.6361 1.0273 3.2965 1.6354 -0.9502 1.0365
H 0.2470 0.8951 0.0698 -1.8738 -1.7431 -2.1996
H -1.4849 0.2037 -0.5457 1.5717 -0.1054 -0.1037
H 3.2722 4.7887 -3.3453 0.3200 -1.3482 0.2592
H -0.7138 -3.2014 0.2938 1.0248 1.1630 -0.7641
H -3.9353 -0.2617 4.4045 -0.3173 -0.4075 0.7431
H -2.0779 -2.2278 -1.5239 0.0079 -0.0607 0.4929
H 3.7550 3.8433 -1.0080 -0.2928 0.1126 -0.0216
H -1.9792 -0.3680 6.5088 0.2147 0.0155 0.3241
H -0.9777 -3.5344 -1.9728 -0.1280 0.0176 0.0287
H 2.7104 1.6160 -0.3423 0.3102 0.5821 -2.0231
H -1.1694 1.1350 6.7382 0.0480 0.1219 -0.0282
H 2.0442 -0.5605 -1.2559 0.3682 0.1611 -0.8168
H -1.1806 -1.3080 -3.3259 0.3991 -0.3806 -0.1522
H 1.0162 -1.1972 0.7243 0.3680 0.1458 -0.1561
H -0.3427 0.5604 -2.6435 0.4862 -0.3353 0.2675
H 1.8261 -0.7859 -4.2811 -0.5498 -0.8981 2.0914
H -0.0880 -2.9291 2.8350 0.5579 0.9331 0.9526
H 1.1558 -2.9493 -2.6286 -0.7478 0.4994 -0.3260
H -2.3195 0.3825 1.3688 -0.0640 -0.6615 0.6779
```
Positions in Å, forces in eV/Å.

Results
- Energy: -32108.320 eV
- SMILES: NC(=O)Cn1cc([C@@H]2C[C@@H]3[C@H](CN2)NN[C@H]3c2cccc(F)n2)cn1
- Maximum force: 4.419 eV/Å
- HOMO-LUMO gap: 9.17 eV

# 2
The following is a quantum chemistry calculation of one molecule with the formula C4H5FOS at a distorted geometry, from OMol25.

Geometry as XYZ:
```
12
Properties=species:S:1:pos:R:3:forces:R:3
S -2.8382 -0.3753 -0.8426 0.2725 0.0265 0.0527
F 1.4301 0.4557 -1.4650 0.0332 0.0661 -0.0762
O -0.4950 -1.2171 -0.2954 0.5010 -0.7310 0.1028
C 1.7309 -0.3854 -0.4740 -1.8950 -0.6752 0.3532
C -0.8778 1.0468 0.4925 -1.0974 0.8006 -0.7305
C 0.8150 -1.1472 0.1266 0.7958 0.0518 -0.2708
C -1.3482 -0.1955 -0.2165 -0.9197 0.7371 0.2114
H 2.7246 -0.3866 -0.1611 1.5386 0.1016 0.2486
H 1.1367 -1.8920 0.8793 -0.4590 0.6390 -0.4860
H -1.7317 1.7553 0.6784 0.8855 -0.9064 -0.3217
H -0.1360 1.5397 -0.1402 -0.0675 0.1078 0.1114
H -0.4104 0.8016 1.4179 0.4118 -0.2179 0.8050
```
Positions in Å, forces in eV/Å.

Results
- Energy: -19827.507 eV
- SMILES: CC(=S)O/C=C\F
- Energy above the lowest of the compared OMol25 structures with the same formula, charge and spin: 104.10 kJ/mol
- Maximum force: 2.042 eV/Å
- HOMO-LUMO gap: 9.17 eV

# 3
The following is a quantum chemistry calculation of a 2-piece molecular cluster, C6H14O2 overall at a distorted geometry, from OMol25.

Geometry as XYZ:
```
22
Properties=species:S:1:pos:R:3:forces:R:3
O -1.1265 0.9326 3.1950 0.9663 -0.3615 1.1156
O 1.1839 1.4972 -2.0590 0.0680 0.3130 -0.6379
C -0.7103 -0.4461 0.7806 1.0721 -2.0862 0.9977
C -0.0999 -1.1108 -3.0265 -0.5778 -0.6251 0.2165
C 0.5120 -0.1209 1.7143 -1.4395 0.7892 -0.8869
C -0.2570 -1.1417 -0.4613 0.0199 0.1587 -1.1299
C 0.1673 1.0636 2.5986 -0.1061 1.0604 -1.1802
C -0.6959 -0.8356 -1.6757 0.2883 0.5391 -0.3419
H 0.7058 -1.0186 2.2967 0.3133 0.0313 0.1297
H 1.3687 0.1040 1.0916 0.4852 0.1178 0.0711
H -0.8957 -1.0196 -3.7567 -0.2047 -0.5318 -0.3091
H 1.2597 1.2797 -1.1327 -0.0467 0.0781 0.3578
H -1.1581 -1.2256 1.3781 -1.0263 -0.1123 0.2068
H -1.0342 0.4053 3.9991 -0.1913 0.0102 -0.1058
H 0.4016 -2.0759 -3.0952 0.0103 -0.0007 -0.1164
H 1.0619 1.3630 3.1621 -0.5905 -0.4133 1.0997
H 0.5681 -0.3188 -3.3212 0.4997 0.2238 0.2734
H 0.4945 -1.9302 -0.4339 0.2641 0.2562 0.5126
H -1.4483 0.3272 0.6345 0.1544 0.4299 -0.1666
H 1.2429 2.4545 -2.1567 0.0532 -0.1621 0.2826
H -1.5330 -0.1705 -1.7630 -0.3098 0.6541 0.2588
H -0.0076 1.9871 2.0312 0.2980 -0.3689 -0.6476
```
Positions in Å, forces in eV/Å.

Results
- Energy: -10542.483 eV
- SMILES: C/C=C/CCCO.O
- Energy above the lowest of the compared OMol25 structures with the same formula, charge and spin: 205.85 kJ/mol
- Maximum force: 2.549 eV/Å
- HOMO-LUMO gap: 9.38 eV

# 4
The following is a quantum chemistry calculation of C2H5FNPS as an isolated structure at a distorted geometry, from OMol25.

Geometry as XYZ:
```
11
Properties=species:S:1:pos:R:3:forces:R:3
S 3.5482 -0.6219 0.9493 0.2307 -0.2058 0.8352
P 3.2000 -1.2474 -0.9999 -1.0131 0.7073 -0.0197
F -1.9376 -1.9299 0.4325 0.2700 0.0102 0.4226
N 1.8944 -0.3139 -0.9350 0.5887 -0.1891 -0.5197
C -1.8996 -0.8702 -0.4805 -1.3914 -2.9869 -1.6112
C 1.9955 0.2102 0.4143 -0.6304 -3.8070 -0.6453
H 2.1426 1.2000 0.5064 0.3944 3.6445 -0.0780
H -0.9145 -0.4876 -0.5075 0.9479 0.4963 -0.2899
H 1.0726 -0.0648 0.9340 0.3928 -0.1528 0.4672
H -2.2343 -1.3960 -1.4639 0.8045 1.4768 1.3236
H -2.6397 -0.1873 -0.1566 -0.5942 1.0066 0.1152
```
Positions in Å, forces in eV/Å.

Results
- Energy: -26485.034 eV
- Energy above the lowest of the compared OMol25 structures with the same formula, charge and spin: 0.00 kJ/mol
- Maximum force: 3.912 eV/Å
- HOMO-LUMO gap: 9.39 eV